Entry 1:
{
  "formula": "C4H14N3",
  "method": "ωB97M-V/def2-TZVPD",
  "energy_ha": -324.79741,
  "lumo_ev": -2.6,
  "homo_lumo_gap_ev": 11.05,
  "e_homo_ha": -0.50032,
  "charge": 1,
  "symbols": ["C", "C", "C", "C", "N", "N", "N", "H", "H", "H", "H", "H", "H", "H", "H", "H", "H", "H", "H", "H", "H"],
  "coordinates": [[-1.14812, -2.01829, 0.07184], [-1.58998, 1.79995, -0.00706], [-1.76592, -0.67010, -0.41847], [2.47851, 0.11601, -0.40030], [3.71523, -0.08196, 0.00201], [1.53959, 0.18427, 0.48326], [-1.14712, 0.43692, 0.35101], [-1.21904, -2.75524, -0.77109], [-0.03315, -1.97478, 0.40045], [-1.90181, -2.37873, 0.82313], [-2.73495, 1.80582, -0.23449], [-1.45768, 2.62397, 0.62089], [-1.29446, 2.02263, -1.05099], [-2.87226, -0.41169, -0.34669], [-1.62491, -0.37681, -1.50673], [2.25619, 0.23729, -1.40130], [4.47576, 0.24105, -0.54541], [3.90366, 0.05706, 0.98254], [1.79614, 0.16124, 1.45248], [-0.03419, 0.51809, 0.14812], [-1.34150, 0.46329, 1.34678]],
  "atomic_forces_ev_per_a": [[-0.91, -0.38, -0.64], [-3.97, -0.69, -4.34], [-0.38, 1.45, -1.00], [-0.90, 0.20, 3.83], [1.87, 0.05, 0.16], [-1.62, 0.49, -1.91], [1.42, 2.70, -0.16], [0.16, 0.64, 0.75], [-2.27, 0.21, -0.37], [1.39, 0.02, -0.18], [1.59, -0.31, 0.94], [1.00, 0.67, 1.42], [0.65, 0.05, 0.72], [1.02, -1.47, 0.42], [0.52, -0.71, 1.14], [-0.28, 0.04, -2.07], [0.62, -0.08, -0.82], [-0.11, -0.24, 0.10], [0.53, -0.18, 0.34], [-0.69, -1.26, 1.41], [0.35, -1.23, 0.26]]
}

***

Entry 2:
{
  "formula": "C4H14N3",
  "method": "ωB97M-V/def2-TZVPD",
  "s2": 2.01,
  "spin_multiplicity": 3,
  "energy_ha": -324.53148,
  "lumo_ev": [-3.0, -7.2],
  "homo_lumo_gap_ev": [5.35, 7.74],
  "e_homo_ha": [-0.30538, -0.54841],
  "charge": 1,
  "symbols": ["C", "C", "C", "C", "N", "N", "N", "H", "H", "H", "H", "H", "H", "H", "H", "H", "H", "H", "H", "H", "H"],
  "coordinates": [[-0.15342, 1.73426, -0.46195], [1.74252, -1.70202, -0.45172], [-2.65343, -0.05495, 0.23585], [0.11522, 0.29154, -0.66569], [1.98283, 0.44225, 0.77620], [1.23620, -0.25961, -0.19117], [-1.15446, -0.27280, 0.62043], [0.20418, 2.20889, 0.43758], [-1.22353, 1.88272, -0.66876], [0.41931, 2.22050, -1.33420], [1.35856, -2.31187, -1.34071], [2.82172, -1.70555, -0.51529], [1.55305, -2.26624, 0.51187], [-2.68093, 1.07879, -0.08881], [-2.96564, -0.59196, -0.63246], [-3.40892, -0.22959, 0.91891], [-0.28600, -0.01101, -1.59015], [2.94744, 0.36055, 0.56538], [1.93891, -0.01585, 1.71689], [-1.00906, -1.20318, 0.76931], [-0.78454, 0.40512, 1.38849]],
  "atomic_forces_ev_per_a": [[1.20, 1.14, -2.79], [-1.10, -0.01, 0.54], [2.98, 3.83, -2.00], [-1.47, 3.35, -3.59], [-1.25, -0.51, 0.68], [4.84, -4.13, 1.80], [-4.69, 2.63, 3.96], [-0.16, -0.05, 0.43], [0.61, 0.45, 0.24], [-0.95, 0.13, 1.35], [-0.03, 1.55, 1.21], [0.31, 0.49, -0.18], [-0.16, 0.48, -0.96], [-0.35, -2.40, 0.89], [0.62, -0.72, -0.75], [-0.85, -0.39, 2.27], [0.29, -1.06, -1.12], [1.25, -0.03, -0.69], [-0.54, 0.28, -0.79], [0.76, -3.05, 0.99], [-1.31, -1.96, -1.52]]
}

***

Entry 3:
{
  "formula": "C4H14N3O",
  "method": "ωB97M-V/def2-TZVPD",
  "s2": 0.75,
  "spin_multiplicity": 2,
  "energy_ha": -400.19577,
  "lumo_ev": [0.7, 0.7],
  "homo_lumo_gap_ev": [3.96, 9.19],
  "e_homo_ha": [-0.11980, -0.31357],
  "symbols": ["C", "C", "C", "N", "N", "N", "H", "H", "H", "H", "H", "H", "H", "H", "H", "H", "C", "O", "H", "H", "H", "H"],
  "coordinates": [[1.55585, -0.07102, 0.74967], [1.56508, -1.53601, 0.32105], [-0.78358, 0.45195, 1.60974], [0.21856, 0.49359, 0.69741], [-0.63164, 0.11896, 2.91748], [-1.96599, 1.02395, 1.22229], [2.02655, 0.01329, 1.73324], [2.19570, 0.55889, 0.13562], [0.75267, -2.19275, 0.62779], [2.53123, -1.99660, 0.55021], [0.07416, 0.93085, -0.19762], [0.17533, -0.28640, 3.32809], [-1.02837, 0.85328, 3.56166], [-2.28044, 1.11027, 0.27928], [-2.72605, 0.95418, 1.86789], [1.48865, -1.63793, -0.77136], [-0.40670, 0.36695, -3.39927], [-0.53088, 0.04326, -2.00933], [-1.30915, -0.49290, -1.94716], [-1.04017, 1.20608, -3.66856], [0.65785, 0.56922, -3.52983], [-0.53869, -0.48109, -4.07829]],
  "atomic_forces_ev_per_a": [[-0.86, -0.55, 0.81], [0.82, -0.55, -1.43], [0.43, -2.26, -1.08], [2.07, 1.24, -0.94], [-1.76, 1.28, 1.68], [-1.09, 1.08, 0.71], [-0.36, 0.05, 0.23], [-0.02, -0.22, -0.34], [-0.05, 0.41, 0.83], [-0.13, -0.11, 0.25], [-0.58, 0.13, 0.19], [0.69, -0.24, -0.42], [0.53, -0.28, -0.10], [0.40, -0.26, -0.37], [-0.12, -0.16, 0.16], [0.06, 0.42, 0.05], [1.18, -0.34, 0.20], [0.10, 0.20, -0.92], [-0.63, -0.51, 0.48], [0.04, 0.11, -0.18], [-0.15, 0.64, -0.09], [-0.59, -0.09, 0.26]]
}

***

Values for ΔE to the lowest compared entry with this formula, charge and spin, kJ/mol, ordered as above
177.0; 318.2; 109.3